Below is a gas-phase ion, C2H3O3PS (charge -2) at a distorted geometry, with properties calculated with the ωB97M-V functional and the def2-TZVPD basis.

Positions of all 10 atoms, in Å:
C (-0.7240, 0.6536, 0.0515)
H (-2.5226, 1.2513, 1.0766)
O (2.4930, -2.1547, 0.4949)
H (-0.0604, 0.3786, -0.7819)
C (-1.9308, 1.1258, 0.2332)
S (0.1513, -0.4588, 1.4685)
O (2.3356, 0.2480, -0.4631)
O (0.8218, -1.5820, -1.2848)
H (-2.2898, 1.6196, -0.6007)
P (1.7259, -1.0814, -0.1942)

Net charge ... -2
Energy relative to the best compared isomer or geometry (same formula, charge and spin) ... 86.5 kJ/mol
Calculated total energy ... -1043.30187 hartree
2S+1 ... 1
SMILES ... C=CSP(=O)([O-])[O-]
HOMO level ... 0.2302 eV
LUMO energy ... 6.29 eV